(1)
{"formula": "C22H36Br10O3", "method": "ωB97M-V/def2-TZVPD", "species": ["H", "H", "C", "H", "Br", "C", "C", "H", "C", "H", "C", "O", "H", "H", "C", "C", "C", "H", "H", "Br", "H", "Br", "H", "H", "C", "C", "C", "Br", "O", "C", "H", "C", "H", "Br", "Br", "H", "C", "H", "C", "H", "C", "O", "H", "Br", "C", "H", "H", "H", "H", "H", "C", "H", "H", "C", "C", "H", "H", "H", "Br", "H", "H", "H", "C", "H", "H", "H", "H", "Br", "H", "Br", "C"], "coordinates": [[-0.866, 5.579, 0.741], [-2.020, 0.199, 2.228], [2.341, 1.134, -0.395], [-4.335, 1.064, 2.730], [-8.122, -3.338, -1.569], [-1.007, 4.417, 2.533], [-1.956, 0.783, 4.289], [5.825, -1.514, -4.272], [10.280, -4.048, -4.907], [-6.249, -0.857, 0.158], [-1.427, 5.401, 1.650], [-0.173, -0.153, 2.894], [11.665, -2.761, -3.842], [-0.112, 3.840, 2.332], [-6.867, -4.530, -2.459], [6.929, -0.764, -5.980], [-3.310, 5.910, 3.048], [-5.739, -1.927, 2.472], [-5.991, -4.561, -1.812], [-5.330, -4.248, 1.673], [-7.146, -2.578, 1.606], [1.300, -0.087, 0.714], [-6.280, -2.962, -3.836], [-0.387, 2.713, 4.519], [-6.067, -2.451, 1.579], [-6.493, -4.026, -3.827], [2.232, 0.822, -1.864], [5.279, -0.219, -6.860], [-2.390, 2.081, 4.656], [-3.237, -0.083, 4.300], [10.811, -4.995, -4.851], [-1.748, 4.177, 3.682], [12.057, -3.040, -5.550], [3.305, -0.722, -2.350], [10.411, -1.215, -5.329], [-1.097, 1.674, 2.439], [-1.307, 0.698, 2.884], [-4.207, 6.469, 3.276], [-2.574, 6.133, 1.891], [1.927, 2.119, -0.189], [-1.395, 3.099, 4.679], [-5.311, 1.125, 4.486], [7.213, -1.699, -6.457], [6.625, 0.725, -3.554], [0.958, 0.513, 3.428], [1.214, 0.607, -2.171], [9.673, -4.024, -5.806], [1.866, 0.108, 3.006], [7.589, -1.482, -4.076], [-5.740, -2.394, -0.558], [-5.656, -1.756, 0.311], [-1.410, 3.542, 5.680], [2.625, 1.643, -2.461], [6.733, -0.966, -4.503], [-4.390, 0.761, 3.796], [7.669, -0.004, -6.206], [3.366, 1.090, -0.039], [-2.912, 6.883, 1.187], [-7.912, -4.327, -5.120], [-3.474, 4.724, 4.820], [-3.505, -0.401, 5.308], [-5.633, -4.573, -4.207], [11.250, -2.899, -4.835], [1.064, 0.357, 4.510], [-1.287, 0.364, 5.047], [0.934, 1.589, 3.242], [-3.102, -0.959, 3.663], [9.052, -4.053, -3.399], [-7.332, -5.509, -2.483], [-3.806, -1.145, 0.382], [-2.892, 4.927, 3.928]], "forces_ev_per_angstrom": [[0.035, 0.023, 0.018], [0.048, 0.121, -0.151], [-0.132, -0.232, 0.027], [-0.016, 0.009, 0.050], [-0.199, -0.107, -0.093], [-0.179, 0.103, 0.212], [-0.565, -0.311, -0.281], [-0.024, 0.010, -0.049], [-0.007, -0.103, 0.177], [-0.040, -0.023, 0.014], [0.235, -0.088, -0.415], [0.113, 0.542, 0.632], [-0.025, -0.041, 0.022], [0.014, 0.025, -0.020], [0.099, 0.138, 0.188], [-0.198, -0.111, -0.117], [0.132, -0.293, 0.067], [0.005, 0.030, -0.012], [0.013, -0.012, -0.017], [0.039, 0.031, 0.021], [-0.004, 0.017, -0.040], [0.329, 0.175, -1.905], [0.012, 0.004, 0.041], [-0.057, -0.125, -0.109], [-0.092, -0.198, -0.038], [-0.053, -0.136, -0.155], [0.209, 0.052, -0.125], [0.032, 0.058, 0.006], [0.289, -0.095, -0.064], [-0.262, 0.355, 0.389], [0.031, 0.016, -0.005], [0.100, -0.214, 0.150], [-0.013, -0.029, -0.011], [-0.136, -0.139, 0.031], [0.039, -0.001, 0.077], [0.203, 0.041, 0.185], [-0.329, -0.624, 0.128], [0.006, 0.085, -0.140], [-0.330, 0.274, 0.120], [-0.001, 0.009, -0.043], [-0.123, 0.356, 0.145], [0.247, -0.310, -0.312], [0.024, -0.017, 0.045], [0.041, 0.075, -0.025], [0.224, -0.166, 1.419], [-0.021, 0.001, 0.047], [0.032, 0.019, -0.028], [-0.015, -0.052, 0.037], [0.018, -0.009, -0.046], [0.013, -0.017, -0.005], [0.180, 0.324, 0.126], [0.023, -0.091, 0.032], [0.007, 0.016, 0.030], [0.107, 0.067, 0.156], [-0.144, 0.144, 0.086], [0.006, 0.012, 0.033], [0.025, 0.021, -0.063], [0.115, -0.003, -0.046], [-0.006, 0.064, 0.022], [0.035, -0.006, 0.015], [0.110, 0.006, 0.025], [0.013, -0.013, 0.044], [0.019, 0.099, -0.177], [-0.420, 0.106, 0.041], [0.275, 0.165, -0.147], [0.024, -0.034, -0.184], [0.041, -0.022, 0.037], [-0.039, 0.033, -0.055], [0.000, -0.006, -0.038], [0.022, -0.080, -0.046], [-0.152, 0.082, 0.069]], "lowdin_charge": [0.1016, 0.0657, -0.6435, 0.1158, 0.6595, -0.0468, -0.2820, 0.0322, -0.6890, 0.0627, -0.0878, -0.3128, 0.0517, 0.1028, -0.6758, -0.7381, -0.0734, 0.0416, 0.0475, 0.6106, 0.0513, 0.8808, 0.0507, 0.1098, -0.6910, -0.7001, -0.6870, 0.6054, -0.1055, -0.0859, 0.0578, -0.1984, 0.0584, 0.6080, 0.6697, 0.1146, -0.1735, 0.1039, -0.0927, 0.0572, -0.1416, 0.0566, 0.0489, 0.5832, -0.2278, 0.0498, 0.0501, 0.0090, -0.0173, -0.0229, -0.7205, 0.1325, 0.0591, -0.7213, -0.2738, 0.0261, 0.0537, 0.1016, 0.6119, 0.1223, 0.1246, 0.0596, -0.6835, 0.0939, 0.1522, 0.0722, 0.1103, 0.6383, 0.0530, 0.6574, -0.0333], "total_energy_ha": -26825.67876, "smiles": "COC[C@H](CC=O)OCc1ccccc1.BrCCBr.BrCCBr.BrCCBr.BrCCBr.BrCCBr"}

(2)
{"formula": "C2H7NO3", "method": "ωB97M-V/def2-TZVPD", "species": ["H", "N", "H", "O", "H", "H", "H", "O", "H", "O", "C", "H", "C"], "coordinates": [[1.061, 0.606, -0.268], [0.988, -0.626, -0.212], [0.909, 2.342, -1.044], [-2.564, -0.849, 0.281], [-0.068, -0.723, 1.605], [1.055, -1.170, -1.073], [-0.487, -2.014, 0.266], [-1.426, 1.024, -0.204], [1.822, -0.775, 0.328], [0.802, 1.834, -0.231], [-0.247, -1.003, 0.575], [-0.298, 1.544, -0.180], [-1.547, -0.191, 0.159]], "forces_ev_per_angstrom": [[-0.382, 0.211, -0.930], [-0.106, 0.314, 0.445], [0.160, -0.158, 0.091], [-0.042, 0.278, -0.097], [0.030, -0.749, 0.278], [-0.025, 0.458, 0.192], [0.008, -0.284, 1.061], [-0.204, 0.172, -0.016], [0.404, -0.676, 0.262], [0.569, 0.308, 0.154], [-0.273, 1.089, -1.692], [-0.510, -0.136, -0.035], [0.370, -0.829, 0.288]], "lowdin_charge": [0.0523, 0.0735, 0.0758, 0.0424, 0.1276, 0.1420, 0.1145, 0.0207, 0.1190, -0.0790, -0.0620, -0.0026, -0.6241], "total_energy_ha": -360.86553}

(3)
{"formula": "C5H7NO", "method": "ωB97M-V/def2-TZVPD", "species": ["H", "H", "O", "C", "H", "H", "C", "C", "H", "C", "H", "H", "N", "C"], "coordinates": [[-0.947, -2.538, -0.059], [0.748, 2.150, 0.025], [1.066, -2.055, -0.191], [-0.351, -0.359, 0.014], [-2.484, -0.101, 0.112], [-1.581, 0.652, 1.442], [1.943, -0.975, -0.215], [-1.571, 0.443, 0.368], [-1.594, 1.401, -0.161], [1.068, 0.123, -0.028], [2.310, 1.671, -0.350], [0.148, -0.114, -1.086], [1.460, 1.446, 0.151], [-0.213, -1.745, -0.024]], "forces_ev_per_angstrom": [[0.107, 0.109, 0.049], [0.052, -0.100, 0.043], [-0.040, -0.047, -0.006], [0.025, -0.102, 0.158], [0.133, 0.077, 0.039], [-0.008, -0.015, -0.147], [-0.508, 0.249, 0.057], [-0.041, 0.042, 0.007], [0.007, -0.140, 0.074], [0.271, -0.116, 0.070], [-0.076, -0.019, 0.060], [0.026, -0.092, -0.125], [-0.008, 0.060, -0.124], [0.061, 0.094, -0.154]], "lowdin_charge": [0.1344, 0.0823, -0.0669, -0.2961, 0.0852, 0.0921, -0.0184, -0.0265, 0.0805, -0.3806, 0.0918, 0.2339, 0.0921, -0.1037], "total_energy_ha": -324.54568}

(4)
{"formula": "C21H29N5OPtS2SeSi", "method": "ωB97M-V/def2-TZVPD", "species": ["C", "O", "H", "H", "H", "Se", "C", "N", "H", "C", "H", "C", "Si", "C", "H", "H", "H", "H", "C", "C", "C", "H", "H", "C", "H", "H", "H", "H", "H", "H", "Pt", "C", "C", "H", "S", "C", "C", "N", "H", "H", "H", "N", "H", "H", "C", "C", "C", "N", "C", "C", "H", "H", "H", "S", "H", "H", "C", "N", "H", "C", "C"], "coordinates": [[-1.579, -3.121, -0.112], [0.662, -2.279, 1.603], [-0.653, -5.057, 0.212], [-1.279, 5.361, -3.235], [1.207, -3.436, 0.046], [0.118, 1.790, -1.097], [2.299, 1.205, 5.113], [-0.721, 0.527, 1.857], [-0.483, 1.172, -4.800], [0.661, -3.563, 0.985], [2.761, 1.259, 6.076], [-2.301, 2.734, 2.503], [-1.125, 2.869, -3.054], [1.042, 1.533, 4.739], [-1.196, 4.871, -1.549], [0.228, 1.907, 5.324], [0.143, -2.335, 2.417], [-3.186, 2.378, -1.715], [-2.856, 2.154, -2.726], [0.094, -2.369, -3.922], [-1.015, 2.617, 2.996], [-1.374, -4.853, -2.179], [-2.585, -3.527, -0.240], [-0.979, -2.873, -1.461], [-3.833, 1.709, 1.398], [-0.584, 3.394, 3.606], [-1.258, -4.280, 1.673], [4.350, -0.794, 3.878], [0.426, -0.420, -3.087], [4.816, 0.722, 3.083], [0.595, -0.330, -0.009], [0.042, -1.420, -2.922], [-0.396, -3.643, -3.657], [-2.898, 3.602, 2.726], [2.635, 0.453, 1.381], [4.320, 0.294, 3.955], [3.172, -1.058, -1.597], [2.958, 0.749, 4.008], [4.838, 0.605, 4.857], [-1.653, -2.167, 0.421], [0.840, 2.304, -4.522], [-0.469, -1.669, -1.715], [1.215, -4.269, 1.615], [0.259, 4.889, -2.534], [-0.745, -4.101, 0.725], [-0.282, 1.471, 2.694], [-1.978, 0.642, 1.413], [0.926, 1.269, 3.387], [2.124, 0.786, 2.950], [-2.812, 1.695, 1.739], [-2.336, -0.162, 0.785], [-3.581, 2.578, -3.413], [-2.870, 1.074, -2.857], [4.490, -0.799, -2.449], [-0.350, -4.419, -4.405], [0.510, -2.126, -4.886], [-0.951, -3.889, -2.417], [2.196, -1.328, -0.995], [-0.554, 2.791, -5.466], [-0.240, 2.214, -4.601], [-0.807, 4.668, -2.545]], "forces_ev_per_angstrom": [[0.052, -0.155, 0.197], [-0.095, 0.465, -0.033], [-0.015, -0.091, 0.035], [-0.167, -0.034, -0.204], [0.013, -0.029, 0.142], [0.399, 0.975, 0.079], [-0.741, 0.401, 0.310], [0.117, -0.142, -0.477], [-0.134, -0.071, 0.092], [0.062, -0.889, -0.213], [0.137, 0.017, 0.181], [-0.003, -0.352, -0.175], [0.039, -1.119, 0.159], [0.472, -0.079, 0.585], [-0.111, -0.032, 0.069], [-0.185, 0.002, 0.092], [0.027, 0.212, -0.110], [0.042, 0.103, 0.127], [0.664, 0.511, -0.298], [-0.134, 0.054, 0.153], [0.277, -0.371, -0.059], [-0.042, -0.068, 0.061], [-0.013, 0.090, 0.030], [-0.280, -0.312, 0.290], [-0.093, -0.032, -0.122], [0.092, 0.049, 0.118], [0.001, -0.093, 0.001], [-0.007, 0.061, -0.004], [0.052, -0.111, 0.019], [0.039, 0.002, 0.149], [2.721, -1.760, -0.030], [0.189, 0.264, -0.634], [-0.013, 0.134, 0.150], [-0.066, 0.133, 0.049], [-1.295, -0.601, -2.041], [0.830, -0.380, -0.199], [2.134, 1.066, -1.523], [-0.957, 0.046, -0.742], [-0.031, 0.047, -0.013], [-0.098, -0.134, -0.083], [0.100, 0.099, 0.110], [0.504, 0.921, 1.077], [-0.016, 0.136, -0.140], [0.107, -0.057, -0.070], [0.203, 0.513, 0.049], [-0.620, 0.493, -0.350], [-0.429, 0.094, 0.078], [0.948, -0.320, 0.097], [-0.562, 0.286, 0.389], [0.073, 0.040, 0.086], [0.030, 0.061, -0.095], [-0.187, 0.115, -0.169], [0.159, -0.106, -0.058], [-0.635, -0.159, 0.472], [-0.009, -0.051, -0.061], [0.076, 0.098, -0.052], [0.020, 0.342, -0.020], [-3.257, 0.078, 1.997], [-0.081, 0.129, -0.180], [-0.407, 0.381, 0.637], [0.101, -0.870, 0.073]], "lowdin_charge": [-0.1320, -0.1722, 0.1237, 0.0469, 0.1018, 0.4041, 0.0071, 0.0208, 0.0218, -0.2349, 0.1444, 0.0008, 0.4727, 0.0042, 0.0329, 0.1386, 0.1085, 0.0175, -0.2152, -0.0154, 0.0320, 0.1317, 0.1348, -0.2735, 0.1238, 0.1315, 0.1244, 0.1155, 0.0746, 0.0909, 0.7853, -0.1575, -0.0043, 0.1304, 0.8064, -0.0030, -0.9508, -0.1074, 0.1112, 0.0762, 0.0382, 0.0209, 0.1342, 0.0399, -0.1461, -0.2649, -0.1633, 0.0199, -0.6308, -0.0207, 0.1015, 0.0367, 0.0284, 0.7482, 0.1276, 0.1222, 0.0181, -0.1026, 0.0400, -0.1988, -0.1971], "total_energy_ha": -4772.71538, "charge": 2}